3 unconnected molecules or ions with the total composition CH7BNO3 at a distorted geometry, computed with ωB97M-V/def2-TZVPD.

- Energy relative to the best compared isomer or geometry (same formula, charge and spin): 44.21 kcal per mole
- Molar mass: 91.9 g/mol
- Orbital gap: 11.938 eV

Geometry as ORCA input:
```
! wB97M-V def2-TZVPD RIJCOSX def2/J DEFGRID3
* xyz 1 1
B 2.88320 0.27002 -0.08447
C 0.21840 -1.70594 0.16061
N -0.81357 -1.01954 -0.08629
O -1.56328 1.55632 -0.11829
O 4.11240 0.67686 -0.03969
O 1.70634 -0.14275 -0.02341
H 0.54525 -1.84151 1.31688
H 0.76744 -2.37958 -0.59594
H -2.18943 1.24445 -0.82729
H -1.05223 -0.68874 -1.02061
H -1.39804 -0.46558 0.65815
H -1.06430 2.36694 -0.30360
H 4.49903 1.56510 0.00573
*
```

natural (NBO) population analysis, charges in e, atoms 1 to 5: number 1, B, carries 1.363; number 2, C, carries 0.153; number 3, N, carries -0.648; number 4, O, carries -0.988; number 5, O, carries -0.908

***

6 unconnected molecules or ions with the total composition C5H22O6 at a distorted geometry, computed with ωB97M-V/def2-TZVPD.

- Expectation value of S²: 0.75
- Molar mass: 178.2 g/mol
- Orbital gap (spin up / spin down): 1.953 / 9.316 eV

Geometry as ORCA input:
```
! wB97M-V def2-TZVPD RIJCOSX def2/J DEFGRID3
* xyz -1 2
C 10.61207 -18.48753 -5.77298
O 10.11760 -17.35190 -4.93904
H 10.69330 -18.23209 -6.82949
H 11.62189 -18.86132 -5.60365
H 9.90201 -19.31449 -5.76648
H 10.84254 -16.72358 -4.90330
C 12.96669 -19.59797 -10.64455
C 12.85460 -18.33723 -9.71882
O 13.85779 -17.44125 -10.17233
H 12.23892 -20.31633 -10.26718
H 14.01485 -19.88081 -10.74177
H 12.80316 -19.41212 -11.70606
H 13.02646 -18.42678 -8.64619
H 11.84546 -17.92935 -9.77708
H 14.27811 -16.98406 -9.44027
C 12.09509 -16.97041 -13.46317
C 12.57428 -16.74787 -14.86160
O 13.80892 -17.47816 -14.89148
H 11.73070 -17.99660 -13.51050
H 11.19594 -16.36061 -13.37493
H 12.85203 -16.71951 -12.72008
H 12.79426 -15.72545 -15.16878
H 11.84870 -17.22911 -15.51739
H 14.26638 -17.24730 -15.70329
O 14.91546 -19.72364 -14.16651
H 14.39166 -19.07499 -14.63675
H 14.80082 -19.50066 -13.24273
O 15.35116 -16.16905 -12.66701
H 15.13015 -16.35344 -11.75411
H 14.53502 -16.31431 -13.14558
O 14.97187 -16.64300 -7.83829
H 15.20708 -15.87795 -7.31332
H 15.57098 -17.32920 -7.54428
*
```

natural (NBO) population analysis, charges in e, atoms 1 to 5: number 1, C, carries -0.322; number 2, O, carries -0.756; number 3, H, carries 0.165; number 4, H, carries 0.173; number 5, H, carries 0.169

***

A single C5H10O2 molecule, computed with ωB97M-V/def2-TZVPD.

- Energy relative to the best compared isomer or geometry (same formula, charge and spin): 51.61 kcal per mole
- Molar mass: 102.1 g/mol
- Orbital gap: 10.711 eV
- Structure (SMILES): C[C@@H](O)[C@H]1CCO1

Geometry as ORCA input:
```
! wB97M-V def2-TZVPD RIJCOSX def2/J DEFGRID3
* xyz 0 1
C -2.01049 -0.48351 0.58260
C -1.13436 0.15194 -0.49712
O -1.10082 1.56146 -0.34538
C 0.26909 -0.48428 -0.47841
C 1.54511 0.36192 -0.71291
C 1.95796 -0.14045 0.67760
O 0.70531 -0.81028 0.85833
H -3.01418 -0.04864 0.56178
H -2.09318 -1.56767 0.44287
H -1.56977 -0.30378 1.56669
H -1.58420 -0.02921 -1.48234
H -0.28048 1.76702 0.11124
H 0.24524 -1.38700 -1.10396
H 2.18144 0.03931 -1.53962
H 1.40361 1.44449 -0.79159
H 2.12122 0.62155 1.45071
H 2.80533 -0.83832 0.69011
*
```

natural (NBO) population analysis, charges in e, atoms 1 to 5: number 1, C, carries -0.628; number 2, C, carries 0.074; number 3, O, carries -0.709; number 4, C, carries 0.087; number 5, C, carries -0.459

***

9 unconnected molecules or ions with the total composition C32H85ClN9O17 at a distorted geometry, computed with ωB97M-V/def2-TZVPD.

- Energy relative to the best compared isomer or geometry (same formula, charge and spin): 81.53 kcal per mole
- Molar mass: 903.5 g/mol
- Orbital gap: 8.374 eV

Geometry as ORCA input:
```
! wB97M-V def2-TZVPD RIJCOSX def2/J DEFGRID3
* xyz -1 1
Cl -14.04311 -16.18248 -9.05502
O -14.53024 -17.50335 -9.37520
O -13.77238 -15.33189 -10.16071
O -14.96798 -15.42411 -8.18546
O -12.76502 -16.29832 -8.30173
C -19.33430 -19.47540 -17.41592
O -19.24997 -18.75472 -16.17971
C -19.85255 -17.48849 -16.25103
C -19.79028 -16.91867 -14.84665
N -20.47011 -17.61733 -13.74144
C -20.44481 -16.81656 -12.50667
C -19.20205 -16.00118 -12.13385
O -19.41349 -14.58476 -12.52974
C -18.23034 -13.79830 -12.48747
H -18.84117 -19.07268 -18.30065
H -20.40307 -19.50682 -17.62767
H -18.82256 -20.38385 -17.09823
H -20.89675 -17.56308 -16.55462
H -19.30791 -16.86766 -16.96240
H -20.03804 -15.85814 -14.89133
H -18.71351 -16.95595 -14.68146
H -20.12828 -18.54353 -13.52834
H -20.75458 -17.39475 -11.63611
H -21.29687 -16.13711 -12.52768
H -18.29506 -16.49232 -12.48637
H -19.06245 -16.12104 -11.05949
H -17.62752 -13.88483 -13.39148
H -17.58081 -13.98730 -11.63279
H -18.52128 -12.75266 -12.58790
C -14.47678 -20.48552 -4.13926
O -15.50299 -19.62533 -3.63479
C -16.67226 -19.66377 -4.45071
C -17.83519 -19.00096 -3.69941
N -17.38044 -17.66971 -3.23018
C -17.81471 -16.73003 -4.28990
C -17.66330 -15.22287 -3.89529
O -16.32674 -14.72254 -4.11005
C -15.25473 -15.36521 -3.42007
H -14.21384 -20.22885 -5.16546
H -14.88877 -21.49441 -4.11642
H -13.67789 -20.66330 -3.41934
H -16.91193 -20.72527 -4.38838
H -16.48903 -19.29372 -5.45948
H -18.04366 -19.73255 -2.91875
H -18.61231 -18.97572 -4.46330
H -16.38216 -17.65348 -3.07764
H -18.74217 -16.96943 -4.81012
H -17.00920 -16.88937 -5.00675
H -17.92030 -15.12608 -2.84044
H -18.17425 -14.47115 -4.49687
H -14.67353 -14.50239 -3.09477
H -14.58221 -15.91387 -4.07945
H -15.43493 -15.86146 -2.46646
C -3.76949 -18.13561 -2.58431
O -4.91749 -17.43493 -3.12399
C -5.65879 -18.22454 -4.06203
C -6.85814 -17.43871 -4.43076
N -6.61563 -16.24210 -5.19761
C -7.92150 -15.58348 -5.51803
C -7.63266 -14.09456 -5.55732
O -7.18788 -13.57411 -4.32907
C -6.78823 -12.27026 -4.28258
H -3.68549 -18.08120 -1.49892
H -3.00720 -17.54723 -3.09504
H -3.75004 -19.15067 -2.98102
H -6.05066 -19.12348 -3.58617
H -4.99687 -18.58371 -4.85004
H -7.32877 -17.13554 -3.49551
H -7.61107 -18.10247 -4.85577
H -6.13910 -15.54670 -4.64134
H -8.81442 -15.71172 -4.90618
H -8.25711 -15.85363 -6.51927
H -8.50934 -13.49476 -5.80180
H -6.98238 -13.91989 -6.41449
H -6.05329 -12.15866 -5.07977
H -6.55141 -11.93518 -3.27277
H -7.72002 -11.76549 -4.53770
C -11.38588 -20.24054 -12.69225
O -11.59691 -20.70738 -11.32966
C -10.58713 -20.73344 -10.36045
C -11.14641 -21.45738 -9.05893
N -10.34554 -22.38918 -8.30470
C -8.99268 -21.94893 -7.86104
C -8.01013 -23.11331 -7.35067
O -6.91739 -22.46107 -6.65804
C -5.80029 -23.38425 -6.50668
H -10.36671 -20.32050 -13.07041
H -11.62284 -19.17767 -12.73959
H -12.10859 -20.71642 -13.35507
H -10.29848 -19.70332 -10.15161
H -9.77953 -21.31934 -10.79930
H -11.95815 -22.10997 -9.38036
H -11.50809 -20.61507 -8.46921
H -9.96874 -22.86721 -9.11068
H -9.01810 -21.22993 -7.04219
H -8.54713 -21.49404 -8.74571
H -7.68015 -23.61260 -8.26168
H -8.46876 -23.68727 -6.54550
H -4.96588 -22.98023 -5.93342
H -5.47748 -23.53010 -7.53752
H -6.07625 -24.36426 -6.11741
C -15.32106 -6.02340 -12.91994
O -15.15843 -5.98930 -14.28684
C -15.80107 -7.12304 -14.85828
C -14.89749 -8.40278 -14.80981
N -15.05321 -9.27677 -13.62761
C -13.93420 -10.26945 -13.57867
C -12.68566 -9.70928 -12.86921
O -12.21009 -8.49092 -13.45618
C -11.16437 -8.67414 -14.45901
H -15.01968 -5.06590 -12.49516
H -14.81555 -6.84174 -12.40723
H -16.36848 -6.14070 -12.64199
H -15.73031 -6.77314 -15.88816
H -16.85978 -7.23569 -14.62471
H -13.87698 -8.23466 -15.15388
H -15.30995 -8.99008 -15.63021
H -15.02994 -8.64079 -12.84332
H -13.69294 -10.52325 -14.61091
H -14.20645 -11.21408 -13.10784
H -11.91312 -10.47714 -12.82872
H -13.05291 -9.50506 -11.86347
H -10.16517 -8.69658 -14.02404
H -11.24554 -7.85485 -15.17335
H -11.29418 -9.57152 -15.06395
C -9.25394 -14.85491 -13.62312
O -8.45633 -14.80398 -14.56170
N -10.53359 -14.74127 -13.81111
N -9.01989 -14.96910 -12.33435
H -11.24432 -14.83089 -13.09913
H -10.76482 -14.52264 -14.76967
H -8.03588 -14.85049 -12.14007
H -9.56314 -15.09086 -11.49164
C -14.66427 -10.11705 -6.02402
O -14.53402 -8.97425 -6.32830
N -15.30744 -10.47900 -4.97852
N -14.15063 -11.05769 -6.76654
H -15.30669 -11.48599 -4.90054
H -15.72016 -9.93024 -4.23782
H -13.61620 -10.80766 -7.58627
H -14.39815 -12.02980 -6.64888
O -16.28266 -20.85980 -12.82379
H -15.53646 -20.71560 -12.24188
H -16.62262 -19.98254 -13.00000
*
```

Löwdin population analysis, charges in e, atoms 1 to 5: number 1, Cl, carries 0.622; number 2, O, carries -0.379; number 3, O, carries -0.396; number 4, O, carries -0.417; number 5, O, carries -0.432

***

2 unconnected molecules or ions with the total composition C4H11N3O2 at a distorted geometry, computed with ωB97M-V/def2-TZVPD.

- Energy relative to the best compared isomer or geometry (same formula, charge and spin): 61.44 kcal per mole
- Molar mass: 133.2 g/mol
- Orbital gap: 9.256 eV
- Structure (SMILES): [H]/N=C(\N)NC.CC(=O)O

Geometry as ORCA input:
```
! wB97M-V def2-TZVPD RIJCOSX def2/J DEFGRID3
* xyz 0 1
C -0.81181 -2.63234 -0.42409
C -0.95349 -0.86167 1.33472
N -0.29201 -0.00592 2.07843
N -0.26400 -1.53992 0.38437
N -2.35404 -1.14888 1.61343
H 1.12789 1.65993 0.99156
H -0.63550 0.31426 2.99118
H 0.59053 -1.06425 -0.11593
H -2.47110 -1.98650 2.25292
H -3.00021 -1.18207 0.85918
H -0.06181 -3.46416 -0.57830
H -1.38173 -2.47231 -1.44239
H -1.84275 -2.94945 0.13631
C 2.05928 2.93726 -1.80450
C 1.29271 1.89584 -0.94799
O 1.50198 2.21702 0.30068
O 0.62456 0.90948 -1.33809
H 1.53204 3.15646 -2.68402
H 2.90634 2.44221 -2.12134
H 2.43313 3.77502 -1.48613
*
```

natural (NBO) population analysis, charges in e, atoms 1 to 5: number 1, C, carries -0.433; number 2, C, carries 0.598; number 3, N, carries -0.822; number 4, N, carries -0.626; number 5, N, carries -0.892

***

2 unconnected molecules or ions with the total composition C3H5Cl at a distorted geometry, computed with ωB97M-V/def2-TZVPD.

- Energy relative to the best compared isomer or geometry (same formula, charge and spin): 73.02 kcal per mole
- Molar mass: 76.5 g/mol
- Orbital gap: 10.062 eV

Geometry as ORCA input:
```
! wB97M-V def2-TZVPD RIJCOSX def2/J DEFGRID3
* xyz 0 1
C -0.47947 -0.61436 0.06559
C -0.47644 -1.66852 0.84565
C 0.40552 0.49094 -0.19683
Cl -1.74619 -2.83097 0.80834
H -2.14918 -0.39951 -0.50828
H 0.43557 -1.94494 1.28919
H -0.15267 1.35380 0.19693
H 1.18101 0.32078 0.48567
H 0.61094 0.73921 -1.29076
*
```

natural (NBO) population analysis, charges in e, atoms 1 to 5: number 1, C, carries 0.025; number 2, C, carries -0.327; number 3, C, carries -0.706; number 4, Cl, carries 0.014; number 5, H, carries 0.068